{"formula": "C31H62N3O3PS", "method": "ωB97M-V/def2-TZVPD", "max_force_ev_per_a": 0.698, "orbital_gap_ev": 8.128, "elements": ["C", "P", "O", "C", "C", "C", "O", "N", "O", "C", "N", "S", "N", "C", "C", "H", "H", "H", "H", "H", "H", "C", "C", "C", "C", "C", "C", "H", "H", "H", "H", "H", "H", "H", "H", "H", "H", "H", "H", "H", "H", "C", "C", "C", "C", "C", "C", "H", "H", "H", "H", "H", "H", "H", "H", "H", "H", "H", "H", "H", "H", "C", "C", "C", "C", "C", "C", "H", "H", "H", "H", "H", "H", "H", "H", "H", "H", "H", "H", "H", "H", "C", "C", "C", "C", "C", "C", "H", "H", "H", "H", "H", "H", "H", "H", "H", "H", "H", "H", "H", "H"], "xyz": [[8.47, -1.36, -1.75], [7.89, -0.04, -2.88], [8.01, -0.80, -4.35], [6.10, -0.15, -2.51], [5.36, -1.33, -2.88], [4.04, -1.45, -2.57], [3.41, -2.62, -2.90], [2.05, -2.39, -3.48], [1.92, -3.04, -4.41], [3.41, -0.39, -1.87], [2.13, -0.32, -1.46], [1.97, 1.07, -0.70], [3.44, 1.70, -0.85], [4.15, 0.78, -1.52], [5.53, 0.89, -1.86], [8.11, -2.34, -2.08], [9.55, -1.35, -1.68], [8.03, -1.17, -0.77], [8.31, -1.71, -4.25], [5.85, -2.13, -3.41], [6.12, 1.75, -1.58], [5.76, 1.91, 2.01], [7.22, 2.08, 1.59], [8.16, 2.42, 2.75], [7.85, 3.74, 3.45], [7.86, 4.97, 2.55], [9.22, 5.23, 1.90], [5.36, 2.83, 2.43], [5.15, 1.65, 1.15], [5.66, 1.12, 2.76], [7.29, 2.85, 0.81], [7.56, 1.15, 1.13], [9.19, 2.43, 2.38], [8.12, 1.61, 3.49], [8.59, 3.88, 4.25], [6.88, 3.67, 3.95], [7.58, 5.84, 3.14], [7.10, 4.87, 1.77], [9.99, 5.37, 2.65], [9.19, 6.14, 1.28], [9.52, 4.41, 1.25], [-1.79, -0.46, 5.08], [-0.69, -1.37, 4.54], [0.27, -0.65, 3.59], [-0.39, -0.10, 2.32], [-1.11, -1.14, 1.47], [-0.20, -2.24, 0.92], [-2.43, -0.08, 4.28], [-2.43, -1.00, 5.78], [-1.37, 0.39, 5.61], [-1.13, -2.23, 4.05], [-0.11, -1.76, 5.38], [1.08, -1.34, 3.32], [0.75, 0.18, 4.12], [0.39, 0.38, 1.71], [-1.09, 0.69, 2.59], [-1.58, -0.63, 0.63], [-1.93, -1.60, 2.04], [0.60, -1.81, 0.31], [-0.76, -2.93, 0.30], [0.26, -2.82, 1.73], [-5.33, 3.02, -2.54], [-4.57, 1.93, -1.80], [-5.46, 1.02, -0.95], [-6.23, 1.73, 0.17], [-5.35, 2.47, 1.17], [-4.39, 1.55, 1.92], [-5.85, 3.69, -1.85], [-4.66, 3.62, -3.15], [-6.08, 2.58, -3.20], [-3.80, 2.39, -1.17], [-4.04, 1.31, -2.52], [-4.85, 0.22, -0.53], [-6.19, 0.53, -1.61], [-6.83, 0.98, 0.70], [-6.95, 2.43, -0.26], [-5.99, 2.98, 1.89], [-4.78, 3.26, 0.67], [-4.93, 0.78, 2.46], [-3.80, 2.12, 2.65], [-3.69, 1.06, 1.24], [-9.43, -4.71, -1.60], [-8.00, -4.98, -2.05], [-6.99, -3.97, -1.51], [-7.22, -2.53, -1.97], [-7.23, -2.32, -3.48], [-5.90, -2.68, -4.15], [-9.79, -3.74, -1.97], [-10.11, -5.47, -1.99], [-9.51, -4.71, -0.51], [-7.96, -5.02, -3.14], [-7.71, -5.98, -1.70], [-5.98, -4.29, -1.80], [-7.01, -3.99, -0.42], [-6.44, -1.90, -1.54], [-8.17, -2.16, -1.56], [-7.46, -1.27, -3.69], [-8.04, -2.90, -3.94], [-5.09, -2.08, -3.74], [-5.94, -2.49, -5.22], [-5.66, -3.73, -4.02]], "mulliken_charge": [-1.1446, 0.0683, -0.5042, 0.4432, -0.6034, 0.0339, -0.3786, 0.3239, -0.3153, 0.8893, -0.5623, 0.1723, -0.6641, 0.4269, -0.4393, 0.3938, 0.3394, 0.3026, 0.3122, 0.3185, 0.5029, -0.7012, 0.1731, -0.9022, -0.7508, -0.3705, -1.1992, 0.2979, -0.0836, 0.2994, 0.2074, 0.0535, 0.3386, 0.3885, 0.4140, 0.3044, 0.3719, 0.2597, 0.2989, 0.3757, 0.2807, -0.9421, -0.4113, -0.8086, -0.0339, -0.0860, -1.1642, 0.0686, 0.3884, 0.2954, 0.2453, 0.3651, 0.3198, 0.3956, -0.1606, 0.2200, 0.2118, 0.3262, 0.0942, 0.4033, 0.3066, -1.2734, -0.4919, -0.1150, -0.9459, -0.6020, -0.8098, 0.3017, 0.3911, 0.2897, 0.2592, 0.3754, 0.3221, 0.1208, 0.3820, 0.3529, 0.3856, 0.2862, 0.3101, 0.4266, 0.0123, -1.1774, -0.4477, -0.9049, -0.0519, -0.4995, -1.1757, 0.2808, 0.3802, 0.2924, 0.2393, 0.3685, 0.3577, 0.4011, -0.0714, 0.3933, 0.3887, 0.3172, 0.2500, 0.3884, 0.2882]}

{"formula": "C31H62N4O3Si2", "method": "ωB97M-V/def2-TZVPD", "max_force_ev_per_a": 3.619, "orbital_gap_ev": 9.469, "smiles": "[H]/N=C(\\N)NCCCC[Si@](CCC)(CCCCCCCC[Si](C)(C)c1ccccc1)N=C=O.CC(C)O.CC(C)O", "elements": ["H", "N", "C", "N", "N", "C", "C", "C", "C", "Si", "C", "C", "C", "C", "C", "C", "C", "C", "C", "C", "C", "Si", "C", "C", "C", "C", "C", "C", "C", "C", "N", "C", "O", "H", "H", "H", "H", "H", "H", "H", "H", "H", "H", "H", "H", "H", "H", "H", "H", "H", "H", "H", "H", "H", "H", "H", "H", "H", "H", "H", "H", "H", "H", "H", "H", "H", "H", "H", "H", "H", "H", "H", "H", "H", "H", "H", "H", "H", "C", "C", "C", "O", "H", "H", "H", "H", "H", "H", "H", "H", "C", "C", "C", "O", "H", "H", "H", "H", "H", "H", "H", "H"], "xyz": [[-10.79, -1.60, -3.51], [-9.88, -1.30, -3.89], [-9.11, -2.31, -3.91], [-9.61, -3.60, -3.40], [-7.74, -2.29, -4.36], [-7.51, -1.33, -5.48], [-7.23, 0.14, -5.02], [-5.93, 0.28, -4.09], [-6.31, 1.23, -2.89], [-5.24, 0.98, -1.31], [-6.31, 1.68, 0.14], [-6.70, 0.60, 1.22], [-7.43, 1.19, 2.49], [-3.68, 2.10, -1.34], [-2.40, 1.39, -1.95], [-1.19, 1.20, -0.93], [0.01, 2.21, -1.13], [1.23, 1.64, -1.96], [1.88, 0.31, -1.37], [3.26, 0.54, -0.54], [3.18, -0.43, 0.73], [4.87, -1.16, 1.26], [6.35, -0.47, 0.29], [4.82, -3.05, 0.88], [5.01, -0.83, 3.15], [5.50, 0.54, 3.51], [5.58, 0.87, 4.95], [5.20, -0.10, 5.98], [4.75, -1.44, 5.58], [4.64, -1.83, 4.17], [-4.77, -0.72, -1.03], [-5.71, -1.50, -1.16], [-6.78, -1.97, -1.17], [-8.91, -4.34, -3.57], [-9.59, -3.50, -2.38], [-7.61, -3.22, -4.78], [-6.64, -1.72, -6.08], [-8.40, -1.41, -6.17], [-8.15, 0.56, -4.55], [-7.08, 0.74, -5.97], [-5.12, 0.74, -4.73], [-5.66, -0.77, -3.80], [-6.26, 2.30, -3.25], [-7.38, 1.06, -2.58], [-5.76, 2.52, 0.65], [-7.27, 2.14, -0.28], [-7.42, -0.14, 0.76], [-5.78, 0.02, 1.51], [-8.03, 0.42, 3.05], [-6.68, 1.60, 3.23], [-8.13, 2.03, 2.23], [-3.96, 3.02, -1.93], [-3.52, 2.45, -0.27], [-2.01, 2.07, -2.77], [-2.68, 0.38, -2.34], [-0.90, 0.12, -0.95], [-1.61, 1.40, 0.10], [0.37, 2.55, -0.11], [-0.38, 3.13, -1.66], [2.03, 2.45, -1.97], [0.89, 1.49, -3.02], [2.20, -0.33, -2.25], [1.15, -0.31, -0.78], [4.17, 0.39, -1.17], [3.23, 1.60, -0.16], [2.80, 0.22, 1.58], [2.44, -1.26, 0.62], [7.33, -0.85, 0.73], [6.38, -0.80, -0.80], [6.41, 0.65, 0.37], [4.97, -3.23, -0.23], [5.66, -3.61, 1.40], [3.81, -3.48, 1.14], [5.78, 1.27, 2.71], [5.92, 1.90, 5.21], [5.27, 0.19, 7.05], [4.46, -2.17, 6.38], [4.27, -2.84, 3.86], [2.30, 5.87, -1.06], [3.03, 4.84, -0.21], [4.08, 5.50, 0.68], [3.66, 3.88, -1.06], [3.00, 6.39, -1.72], [1.56, 5.38, -1.70], [1.79, 6.61, -0.44], [2.31, 4.30, 0.41], [4.84, 6.01, 0.07], [4.60, 4.75, 1.27], [3.62, 6.23, 1.35], [4.30, 4.35, -1.61], [6.90, -5.81, 3.38], [8.25, -5.10, 3.44], [8.61, -4.72, 4.86], [8.20, -3.93, 2.63], [6.10, -5.16, 3.75], [6.65, -6.07, 2.35], [6.91, -6.72, 3.98], [9.02, -5.76, 3.02], [7.87, -4.03, 5.28], [9.58, -4.21, 4.89], [8.67, -5.60, 5.51], [7.52, -3.35, 2.99]], "mulliken_charge": [0.2617, -0.6054, 0.4287, -0.7331, -0.2074, -0.9608, -0.7376, -0.4576, -0.8293, 0.2760, -0.6823, -0.2322, -1.2219, -0.9041, -0.7716, -0.4169, -0.4731, -0.4828, -0.7335, 0.2385, -0.9039, 0.0683, -1.0263, -0.8038, 0.5817, -0.4231, -0.4193, -0.4408, -0.4819, -0.1733, -0.4511, 0.6164, -0.4445, 0.2687, 0.2929, 0.2816, 0.3979, 0.4595, 0.4285, 0.3633, 0.3108, 0.3071, 0.3546, 0.5112, 0.3675, 0.3933, 0.1181, 0.3085, 0.3518, 0.2947, 0.2878, 0.3710, 0.3784, 0.3401, 0.3819, 0.2663, 0.2869, 0.1235, 0.2834, 0.0833, 0.4358, 0.1617, 0.3710, 0.3286, -0.2082, 0.4061, 0.3143, 0.3014, 0.3181, 0.2799, 0.3016, 0.0368, 0.3367, 0.2270, 0.3186, 0.3443, 0.3213, 0.3055, -1.3848, 0.8012, -1.4151, -0.4922, 0.3422, 0.3063, 0.3896, 0.1455, 0.3354, 0.3253, 0.3828, 0.3062, -1.0805, 0.3843, -1.2117, -0.5418, 0.1711, 0.2898, 0.4222, 0.3057, 0.2713, 0.3127, 0.3816, 0.2863]}

no.,molecular weight (g mol⁻¹),HOMO energy (eV)
1,587.90,-8.9
2,595.03,-8.9